(1)
Below is a cluster of 13 separate species, C36H66Cl7N12 in total, with properties calculated with ωB97M-V/def2-TZVPD.

Calculated values
Charge = -2
Highest occupied orbital energy (spin up / spin down) = -0.61 / -1.23 eV
⟨S²⟩ = 0.76
LUMO energy (spin up / spin down) = 0.0975 / 0.0969 Eh
2S+1 = 2
Strongest force on any atom = 3.66 eV/A

```
121
C36H66Cl7N12 | OMol25 | ωB97M-V/def2-TZVPD
C 10.00 -2.24 -25.89
C 10.43 -0.97 -25.05
N 11.68 -1.20 -24.28
C 12.93 -0.89 -24.69
C 13.86 -1.17 -23.72
N 13.15 -1.84 -22.69
C 11.82 -1.78 -23.06
C 13.57 -2.45 -21.43
H 10.74 -2.45 -26.66
H 9.05 -2.05 -26.38
H 9.93 -3.17 -25.33
H 9.61 -0.64 -24.42
H 10.58 -0.11 -25.70
H 13.16 -0.32 -25.58
H 14.92 -0.98 -23.66
H 10.93 -2.11 -22.55
H 14.65 -2.37 -21.37
H 13.23 -3.48 -21.39
H 13.21 -1.85 -20.59
C 16.82 2.07 -20.30
C 15.63 1.07 -20.05
N 14.37 1.75 -20.23
C 13.55 1.79 -21.36
C 12.53 2.76 -21.11
N 12.70 3.24 -19.82
C 13.78 2.54 -19.24
C 11.97 4.35 -19.17
H 16.64 3.04 -19.83
H 16.96 2.15 -21.38
H 17.73 1.62 -19.91
H 15.60 0.53 -19.11
H 15.72 0.27 -20.79
H 13.66 1.19 -22.25
H 11.72 3.19 -21.67
H 14.16 2.49 -18.23
H 12.40 5.29 -19.51
H 12.04 4.49 -18.09
H 10.90 4.40 -19.38
C 18.71 10.65 -19.88
C 18.84 9.20 -19.40
N 17.96 8.27 -20.08
C 18.03 7.86 -21.42
C 16.99 6.99 -21.58
N 16.37 6.75 -20.41
C 16.83 7.65 -19.52
C 15.23 5.96 -20.09
H 17.77 11.06 -19.50
H 18.75 10.73 -20.96
H 19.50 11.30 -19.51
H 18.71 9.17 -18.32
H 19.90 8.95 -19.39
H 18.66 8.39 -22.12
H 16.70 6.50 -22.50
H 16.39 7.71 -18.53
H 14.65 6.48 -19.32
H 15.62 5.09 -19.57
H 14.62 5.70 -20.95
C 13.28 7.53 -16.83
C 14.19 7.24 -15.62
N 13.42 6.57 -14.56
C 13.65 5.27 -14.22
C 12.89 4.99 -13.10
N 12.11 6.11 -12.85
C 12.49 7.08 -13.76
C 11.18 6.31 -11.77
H 13.82 8.04 -17.62
H 12.32 8.00 -16.65
H 13.02 6.60 -17.34
H 14.58 8.16 -15.19
H 15.01 6.60 -15.93
H 14.39 4.73 -14.78
H 12.73 4.12 -12.49
H 12.11 8.09 -13.78
H 11.60 7.03 -11.06
H 11.10 5.37 -11.23
H 10.16 6.52 -12.09
C 18.41 -6.41 -21.80
C 17.62 -5.15 -22.26
N 17.67 -4.22 -21.13
C 16.84 -4.16 -20.08
C 17.07 -3.03 -19.28
N 18.01 -2.36 -19.97
C 18.49 -3.14 -21.05
C 18.51 -1.08 -19.59
H 18.49 -7.13 -22.62
H 18.16 -6.92 -20.87
H 19.44 -6.10 -21.62
H 16.60 -5.40 -22.56
H 18.09 -4.73 -23.15
H 16.04 -4.88 -19.98
H 16.53 -2.58 -18.46
H 19.10 -2.83 -21.88
H 19.24 -1.23 -18.80
H 17.77 -0.43 -19.12
H 18.93 -0.64 -20.49
C 22.20 8.57 -21.24
C 22.33 7.08 -21.61
N 21.67 6.31 -20.63
C 22.11 6.24 -19.36
C 21.20 5.47 -18.60
N 20.24 5.09 -19.49
C 20.53 5.62 -20.70
C 19.04 4.35 -19.08
H 22.72 8.79 -20.31
H 21.14 8.79 -21.14
H 22.66 9.08 -22.09
H 23.34 6.68 -21.70
H 21.83 6.82 -22.55
H 23.01 6.73 -19.03
H 21.22 5.10 -17.59
H 19.96 5.50 -21.61
H 19.20 3.28 -19.15
H 18.22 4.74 -19.69
H 18.72 4.51 -18.05
Cl 11.61 2.83 -15.93
Cl 20.24 1.71 -21.26
Cl 15.85 3.90 -23.44
Cl 9.00 2.35 -21.63
Cl 9.88 6.59 -21.04
Cl 15.71 -0.21 -16.27
Cl 17.50 -0.55 -23.02
```



(2)
Below is a cluster of 7 separate species, C36H66ClN12 in total, with properties calculated with ωB97M-V/def2-TZVPD.

Calculated values
Charge = +6
Highest occupied orbital energy (spin up / spin down) = -22.37 / -22.37 eV
⟨S²⟩ = 0.76
LUMO energy (spin up / spin down) = -0.4825 / -0.6860 Eh
2S+1 = 2
Strongest force on any atom = 6.18 eV/A
Energy above the lowest of the compared OMol25 structures with the same formula, charge and spin = 0.000 eV

```
115
C36H66ClN12 | OMol25 | ωB97M-V/def2-TZVPD
C -18.67 15.43 6.31
C -17.94 15.47 7.70
N -18.74 16.21 8.65
C -19.11 17.56 8.58
C -19.88 17.91 9.64
N -20.02 16.81 10.40
C -19.30 15.77 9.82
C -20.58 16.74 11.71
H -19.37 14.60 6.30
H -17.95 15.29 5.50
H -19.21 16.34 6.05
H -16.99 16.01 7.72
H -17.70 14.48 8.08
H -18.80 18.17 7.75
H -20.27 18.87 9.97
H -19.06 14.85 10.33
H -20.65 17.63 12.34
H -20.07 16.02 12.35
H -21.65 16.69 11.51
C -22.77 13.95 7.59
C -22.44 12.61 8.34
N -22.25 12.78 9.77
C -21.07 12.67 10.43
C -21.24 12.88 11.76
N -22.62 13.12 11.95
C -23.17 13.15 10.70
C -23.34 13.38 13.20
H -23.35 13.79 6.68
H -21.83 14.39 7.28
H -23.29 14.75 8.12
H -21.50 12.26 7.92
H -23.16 11.79 8.25
H -20.21 12.42 9.82
H -20.59 12.80 12.61
H -24.23 13.27 10.58
H -22.64 13.32 14.03
H -24.03 12.55 13.38
H -24.00 14.25 13.24
C -16.41 3.02 7.18
C -16.04 4.17 8.16
N -16.89 5.35 8.11
C -16.70 6.46 8.95
C -17.40 7.56 8.58
N -18.04 7.23 7.44
C -17.75 5.89 7.15
C -18.80 8.09 6.60
H -17.45 2.71 7.32
H -15.74 2.18 7.32
H -16.46 3.29 6.13
H -15.05 4.51 7.85
H -15.91 3.85 9.20
H -16.09 6.30 9.82
H -17.59 8.53 9.03
H -18.04 5.34 6.27
H -18.83 9.08 7.06
H -19.84 7.81 6.42
H -18.38 8.21 5.61
C -14.00 8.80 14.29
C -14.35 8.36 12.88
N -14.88 9.52 12.19
C -16.17 9.91 12.10
C -16.23 11.16 11.35
N -14.95 11.41 10.86
C -14.13 10.46 11.48
C -14.64 12.48 10.00
H -13.66 7.91 14.83
H -14.84 9.13 14.89
H -13.22 9.54 14.12
H -15.12 7.59 12.87
H -13.50 7.97 12.32
H -16.94 9.39 12.65
H -17.02 11.85 11.13
H -13.06 10.36 11.41
H -13.56 12.65 10.07
H -15.05 13.39 10.43
H -14.85 12.44 8.93
C -15.09 9.85 7.16
C -13.70 9.27 7.49
N -12.72 9.79 6.62
C -12.36 9.29 5.35
C -11.36 10.07 4.92
N -11.20 11.18 5.69
C -12.07 11.05 6.74
C -10.24 12.23 5.55
H -15.14 10.93 7.30
H -15.84 9.39 7.81
H -15.49 9.84 6.14
H -13.65 8.19 7.58
H -13.37 9.67 8.45
H -12.81 8.40 4.93
H -10.76 10.03 4.02
H -12.23 11.78 7.52
H -9.51 12.12 4.75
H -9.65 12.27 6.47
H -10.81 13.16 5.48
C -14.60 10.24 1.70
C -15.03 11.71 1.69
N -15.87 11.97 2.92
C -15.51 12.39 4.14
C -16.57 12.50 4.96
N -17.71 12.03 4.27
C -17.23 11.75 2.96
C -19.13 11.95 4.68
H -15.42 9.53 1.68
H -14.12 9.80 2.58
H -13.84 9.98 0.95
H -15.54 12.09 0.80
H -14.17 12.38 1.75
H -14.46 12.50 4.37
H -16.55 12.95 5.94
H -17.82 11.48 2.10
H -19.43 12.99 4.61
H -19.27 11.64 5.72
H -19.77 11.38 4.01
Cl -17.87 11.51 8.33
```



(3)
Below is a cluster of 9 separate species, C36H66F18N12P3 in total, with properties calculated with ωB97M-V/def2-TZVPD.

Calculated values
Charge = +3
Highest occupied orbital energy = -12.91 eV
LUMO energy = -0.2498 Eh
2S+1 = 1
Strongest force on any atom = 5.25 eV/A
Energy above the lowest of the compared OMol25 structures with the same formula, charge and spin = 9.262 eV

```
135
C36H66F18N12P3 | OMol25 | ωB97M-V/def2-TZVPD
C -2.26 -5.33 -25.07
C -1.75 -6.73 -24.62
N -0.31 -6.85 -24.72
C 0.44 -7.38 -25.82
C 1.73 -7.44 -25.34
N 1.86 -6.82 -24.12
C 0.58 -6.48 -23.72
C 3.02 -6.61 -23.24
H -1.77 -4.47 -24.61
H -3.33 -5.29 -24.90
H -2.12 -5.21 -26.15
H -2.22 -7.54 -25.17
H -2.02 -6.83 -23.57
H 0.00 -7.73 -26.74
H 2.59 -7.90 -25.80
H 0.20 -5.90 -22.89
H 3.86 -7.12 -23.72
H 2.90 -7.13 -22.29
H 3.23 -5.56 -23.06
C 2.23 -21.85 -14.46
C 2.68 -20.38 -14.52
N 3.09 -20.00 -15.88
C 4.42 -19.71 -16.24
C 4.47 -19.14 -17.50
N 3.13 -19.16 -18.00
C 2.31 -19.66 -17.01
C 2.68 -18.67 -19.29
H 3.00 -22.59 -14.70
H 1.42 -22.24 -15.08
H 1.86 -21.98 -13.45
H 3.51 -20.14 -13.86
H 1.82 -19.74 -14.30
H 5.25 -19.91 -15.56
H 5.30 -18.80 -18.10
H 1.24 -19.72 -17.15
H 2.96 -19.41 -20.04
H 3.14 -17.70 -19.51
H 1.60 -18.51 -19.27
C -7.10 -9.92 -18.46
C -6.03 -9.18 -17.68
N -4.71 -9.74 -17.95
C -3.79 -10.17 -16.99
C -2.59 -10.45 -17.62
N -2.79 -10.30 -18.99
C -4.05 -9.83 -19.20
C -1.80 -10.56 -20.00
H -8.14 -9.72 -18.20
H -7.03 -10.99 -18.25
H -6.98 -9.64 -19.51
H -6.20 -9.18 -16.60
H -6.01 -8.12 -17.94
H -3.98 -10.15 -15.93
H -1.61 -10.83 -17.41
H -4.56 -9.54 -20.10
H -1.65 -11.62 -20.20
H -0.90 -10.15 -19.55
H -2.03 -10.06 -20.94
C -6.77 -15.30 -20.93
C -5.29 -15.41 -20.59
N -4.57 -16.37 -21.26
C -4.68 -17.69 -21.05
C -3.94 -18.38 -21.96
N -3.30 -17.44 -22.72
C -3.63 -16.20 -22.25
C -2.50 -17.76 -23.93
H -7.24 -16.28 -20.85
H -6.73 -15.04 -21.99
H -7.33 -14.55 -20.38
H -5.11 -15.61 -19.54
H -4.74 -14.48 -20.74
H -5.32 -18.02 -20.25
H -3.83 -19.43 -22.20
H -3.25 -15.29 -22.69
H -1.50 -18.16 -23.75
H -2.27 -16.84 -24.47
H -2.99 -18.55 -24.49
C 1.86 -12.50 -30.57
C 0.65 -13.30 -31.10
N -0.63 -12.84 -30.53
C -1.14 -13.31 -29.36
C -2.25 -12.56 -28.94
N -2.48 -11.57 -29.94
C -1.44 -11.73 -30.84
C -3.57 -10.62 -29.98
H 2.84 -12.96 -30.70
H 1.85 -12.46 -29.48
H 1.92 -11.44 -30.81
H 0.79 -14.33 -30.77
H 0.61 -13.27 -32.19
H -0.56 -13.97 -28.73
H -2.86 -12.62 -28.05
H -1.27 -11.11 -31.71
H -3.30 -9.83 -30.69
H -3.70 -10.08 -29.04
H -4.54 -11.08 -30.15
C 8.90 -15.30 -28.37
C 7.37 -15.01 -28.23
N 6.60 -16.23 -28.47
C 6.27 -16.80 -29.72
C 5.60 -18.00 -29.49
N 5.25 -18.06 -28.16
C 5.94 -17.06 -27.58
C 4.48 -19.03 -27.49
H 9.39 -16.13 -27.84
H 9.50 -14.40 -28.28
H 8.92 -15.65 -29.40
H 6.96 -14.26 -28.91
H 7.09 -14.70 -27.22
H 6.47 -16.32 -30.67
H 5.12 -18.74 -30.11
H 5.97 -16.84 -26.52
H 4.46 -19.93 -28.11
H 3.46 -18.69 -27.33
H 4.96 -19.23 -26.53
P 8.17 -17.65 -22.56
F 8.49 -18.99 -21.60
F 9.77 -17.63 -22.66
F 8.07 -18.50 -23.93
F 7.94 -16.29 -23.32
F 6.60 -17.91 -22.29
F 8.22 -16.65 -21.28
P 2.45 -13.37 -24.66
F 0.98 -12.66 -25.06
F 2.23 -14.59 -25.73
F 3.19 -12.39 -25.77
F 3.92 -13.99 -24.34
F 2.80 -12.26 -23.53
F 1.64 -14.24 -23.50
P 7.19 -8.47 -28.73
F 8.78 -8.92 -28.45
F 7.31 -9.16 -30.18
F 6.58 -9.86 -28.16
F 5.71 -7.96 -29.12
F 7.02 -7.84 -27.23
F 7.72 -7.06 -29.34
```



(4)
Below is a cluster of 9 separate species, C36H66F2N9O11P3 in total, with properties calculated with ωB97M-V/def2-TZVPD.

Calculated values
Charge = 0
Highest occupied orbital energy = -8.00 eV
LUMO energy = -0.0064 Eh
2S+1 = 1
Strongest force on any atom = 2.83 eV/A
Structure (SMILES) = CCCOC[C@@](CCCCO)(CCOC(C)=O)O[C@](CP(=O)(O)O)(P(O)O)[C@@](O)(CCF)N(F)P(C)C.CC#N.CC#N.CC#N.CC#N.CC#N.CC#N.CC#N.CC#N

```
127
C36H66F2N9O11P3 | OMol25 | ωB97M-V/def2-TZVPD
C -4.62 -1.17 3.82
C -4.49 -1.62 2.35
C -3.87 -0.53 1.45
O -2.46 -0.64 1.53
C -1.78 -0.14 0.40
C -0.51 -0.97 0.05
C -0.11 -1.88 1.25
C 0.64 -1.19 2.41
C 0.22 0.23 2.80
C 0.98 0.63 4.10
O 2.32 0.18 4.13
C -0.91 -1.98 -1.06
C -2.25 -2.70 -0.81
O -3.26 -2.06 -1.60
C -4.46 -2.65 -1.54
C -5.53 -1.91 -2.32
O -4.69 -3.68 -0.96
O 0.64 -0.18 -0.18
C 0.96 0.36 -1.42
C 1.72 1.69 -1.08
P 3.12 1.63 0.07
O 4.43 1.99 -0.54
O 3.25 0.24 0.86
O 2.82 2.76 1.22
P -0.52 1.02 -2.45
O -1.16 2.23 -1.50
O 0.20 1.92 -3.68
C 1.80 -0.61 -2.38
O 0.93 -0.93 -3.47
C 3.02 0.07 -3.02
C 3.68 -0.81 -4.11
F 5.04 -0.87 -3.95
N 2.04 -1.92 -1.70
F 1.74 -2.98 -2.61
P 3.63 -2.18 -0.99
C 3.32 -3.05 0.62
C 4.40 -3.54 -1.98
H -4.18 -1.91 4.50
H -4.14 -0.22 4.02
H -5.69 -1.13 4.08
H -5.41 -2.02 1.93
H -3.75 -2.44 2.33
H -4.21 0.45 1.81
H -4.25 -0.66 0.43
H -1.41 0.87 0.65
H -2.43 0.01 -0.47
H -0.95 -2.48 1.60
H 0.59 -2.59 0.80
H 0.47 -1.81 3.30
H 1.71 -1.28 2.22
H 0.54 0.95 2.04
H -0.84 0.31 3.04
H 0.46 0.11 4.92
H 0.87 1.70 4.29
H 2.89 0.91 3.89
H -0.99 -1.56 -2.06
H -0.16 -2.78 -1.13
H -2.51 -2.80 0.24
H -2.14 -3.72 -1.20
H -5.84 -1.03 -1.74
H -5.15 -1.56 -3.28
H -6.39 -2.56 -2.49
H 1.96 2.27 -1.97
H 0.96 2.29 -0.56
H 4.17 0.14 1.16
H 3.47 3.45 1.11
H -1.50 2.88 -2.13
H -0.28 1.62 -4.46
H 1.18 -0.40 -4.23
H 3.81 0.37 -2.33
H 2.66 0.97 -3.53
H 3.24 -1.82 -4.11
H 3.47 -0.39 -5.10
H 2.36 -3.56 0.64
H 4.09 -3.82 0.72
H 3.45 -2.37 1.46
H 5.30 -3.87 -1.45
H 4.70 -3.21 -2.97
H 3.71 -4.38 -2.09
C -2.56 4.11 1.11
C -3.74 3.26 1.31
N -4.65 2.58 1.47
H -1.77 3.82 1.80
H -2.20 4.00 0.10
H -2.83 5.15 1.29
C 5.32 -1.68 4.59
C 5.86 -0.81 3.54
N 6.28 -0.13 2.71
H 5.74 -2.68 4.49
H 5.58 -1.27 5.56
H 4.24 -1.73 4.50
C -0.18 -6.41 -2.14
C 0.08 -5.87 -0.80
N 0.28 -5.44 0.24
H 0.09 -7.46 -2.17
H -1.24 -6.30 -2.38
H 0.41 -5.86 -2.87
C -2.11 7.08 -1.46
C -1.37 6.81 -0.22
N -0.83 6.57 0.76
H -1.77 6.41 -2.24
H -3.16 6.92 -1.29
H -1.94 8.11 -1.76
C -4.91 2.61 -2.69
C -4.36 3.96 -2.59
N -3.90 5.02 -2.52
H -5.90 2.58 -2.24
H -4.97 2.32 -3.73
H -4.26 1.92 -2.16
C 8.11 -5.37 4.39
C 6.71 -5.02 4.13
N 5.62 -4.74 3.93
H 8.71 -5.19 3.50
H 8.49 -4.77 5.21
H 8.18 -6.43 4.66
C -0.66 6.99 4.02
C 0.03 6.69 5.28
N 0.57 6.45 6.26
H -0.30 6.34 3.23
H -1.73 6.83 4.14
H -0.48 8.02 3.74
C -4.01 2.55 -7.14
C -3.28 2.35 -5.89
N -2.71 2.19 -4.90
H -3.62 1.88 -7.90
H -5.07 2.35 -6.99
H -3.88 3.58 -7.48
```



Q: The lowest charge belongs to which entry?
A: C36H66Cl7N12